1.
A cluster of 9 separate species, C51H127NO33P8 in total in a non-equilibrium geometry. Source: the OMol25 dataset; level of theory: the ωB97M-V functional and the def2-TZVPD basis.

Each line ends with the Löwdin charge.
Cartesian coordinates (Å):
C 0.025 -6.407 2.517  -0.0532
C -1.457 -6.472 3.030  -0.2060
O -1.667 -5.434 4.015  -0.2031
P -0.937 -5.403 5.449  0.3954
O -0.419 -6.680 5.958  -0.2271
O 0.022 -4.141 5.192  -0.2242
C 0.996 -3.601 6.183  -0.2075
C 0.424 -2.368 6.833  -0.0672
O -1.920 -4.763 6.509  -0.1765
C -2.661 -5.696 7.342  -0.2723
C -3.916 -6.172 6.715  -0.0734
H 0.720 -6.624 3.323  0.0664
H 0.243 -7.077 1.692  0.0754
H 0.264 -5.408 2.236  0.0301
H -2.087 -6.254 2.197  0.0987
H -1.738 -7.452 3.443  0.1210
H 1.196 -4.421 6.832  0.1031
H 1.920 -3.420 5.611  0.1041
H 0.321 -1.458 6.165  0.0833
H -0.576 -2.655 7.180  0.0719
H 1.060 -2.118 7.705  0.0877
H -2.038 -6.534 7.612  0.1028
H -2.923 -5.134 8.211  0.1120
H -4.725 -5.465 6.742  0.0716
H -3.730 -6.352 5.623  0.0872
H -4.133 -7.144 7.222  0.1010
C 1.047 5.378 3.038  -0.0813
C -0.253 4.800 3.395  -0.2813
O -0.177 3.477 3.983  -0.1724
P 0.144 2.182 3.102  0.3581
O -0.132 2.340 1.684  -0.1985
O 1.662 1.857 3.416  -0.1894
C 2.243 1.718 4.657  -0.3091
C 3.618 2.347 4.581  -0.0609
O -0.541 1.015 3.849  -0.1632
C -1.982 0.916 3.981  -0.2237
C -2.315 -0.267 4.829  -0.0483
H 1.593 4.606 2.394  0.0924
H 0.840 6.297 2.526  0.0654
H 1.631 5.651 4.007  0.1160
H -0.702 5.443 4.175  0.1308
H -0.921 4.708 2.517  0.0972
H 1.631 2.165 5.455  0.1204
H 2.267 0.591 4.855  0.1337
H 3.427 3.416 4.407  0.0733
H 4.228 2.215 5.515  0.0957
H 4.153 2.007 3.689  0.0515
H -2.267 1.840 4.467  0.1232
H -2.429 0.846 2.967  0.0877
H -3.416 -0.353 4.904  0.0982
H -1.973 -1.173 4.427  0.0457
H -1.889 -0.155 5.841  0.0885
C 2.486 0.507 -0.892  -0.0638
C 3.502 -0.550 -1.309  -0.1977
O 3.526 -1.629 -0.302  -0.1948
P 4.307 -1.397 1.071  0.3380
O 4.060 -0.205 1.900  -0.2263
O 5.842 -1.336 0.723  -0.1617
C 6.408 -2.337 -0.192  -0.2545
C 7.763 -1.829 -0.544  -0.0715
O 4.022 -2.725 1.824  -0.1677
C 4.141 -2.637 3.266  -0.2706
C 4.725 -3.933 3.775  -0.0795
H 2.699 0.923 0.104  0.0615
H 2.388 1.222 -1.703  0.0716
H 1.498 0.012 -0.730  0.0779
H 3.302 -1.078 -2.225  0.1058
H 4.488 -0.045 -1.361  0.1034
H 6.487 -3.303 0.307  0.1209
H 5.795 -2.534 -1.024  0.0776
H 8.379 -2.509 -1.126  0.0832
H 7.649 -0.840 -0.946  0.0687
H 8.298 -1.634 0.451  0.1084
H 4.668 -1.750 3.595  0.1130
H 3.152 -2.566 3.725  0.0976
H 5.711 -4.114 3.231  0.0965
H 5.031 -3.813 4.819  0.0723
H 4.002 -4.826 3.710  0.1050
C 4.429 3.419 1.069  -0.0441
C 4.934 2.898 -0.292  -0.2099
O 4.316 3.526 -1.496  -0.1811
P 4.852 3.042 -2.894  0.3728
O 4.421 1.754 -3.338  -0.1980
O 4.576 4.281 -3.873  -0.1810
C 3.310 4.334 -4.466  -0.2775
C 3.445 5.285 -5.671  -0.0434
O 6.479 3.046 -2.786  -0.2041
C 7.180 4.307 -2.554  -0.2861
C 8.586 3.993 -2.201  -0.0757
H 5.073 2.859 1.756  0.0808
H 4.492 4.504 1.119  0.0782
H 3.359 3.152 1.134  0.0706
H 6.050 2.996 -0.410  0.1196
H 4.730 1.823 -0.410  0.0849
H 3.041 3.319 -4.855  0.1251
H 2.596 4.575 -3.679  0.1111
H 4.130 4.897 -6.380  0.0706
H 2.474 5.552 -6.044  0.0683
H 3.864 6.205 -5.368  0.0601
H 7.108 4.916 -3.495  0.1325
H 6.602 4.826 -1.783  0.1124
H 8.708 3.462 -1.278  0.0683
H 9.000 3.453 -3.055  0.0906
H 9.022 4.989 -1.997  0.0936
C -6.681 3.347 -3.465  -0.0423
C -5.761 2.474 -2.556  -0.2590
O -4.415 2.543 -2.937  -0.1824
P -3.836 1.935 -4.295  0.3636
O -4.769 1.157 -5.125  -0.2181
O -3.108 3.088 -5.104  -0.1449
C -2.078 3.862 -4.426  -0.2835
C -1.232 4.610 -5.378  -0.0663
O -2.641 1.084 -3.756  -0.1782
C -2.995 0.171 -2.649  -0.2036
C -1.929 -0.942 -2.636  -0.0288
H -6.478 4.371 -3.207  0.0641
H -6.524 3.215 -4.525  0.0706
H -7.669 3.160 -3.023  0.0762
H -5.804 2.796 -1.516  0.1076
H -6.135 1.446 -2.501  0.0872
H -2.517 4.493 -3.610  0.1321
H -1.430 3.197 -3.904  0.0773
H -1.697 5.372 -5.897  0.0474
H -0.307 4.961 -4.853  0.0864
H -0.929 3.839 -6.143  0.1090
H -3.056 0.724 -1.732  0.0870
H -3.976 -0.259 -2.864  0.1037
H -2.045 -1.451 -3.518  0.0387
H -0.991 -0.422 -2.553  0.0757
H -2.115 -1.618 -1.783  0.0598
C -5.205 -1.783 1.707  -0.0716
C -5.885 -1.241 0.473  -0.2956
O -6.656 -2.275 -0.176  -0.1849
P -6.736 -2.320 -1.812  0.4521
O -7.780 -3.336 -2.108  -0.2372
O -7.020 -0.829 -2.211  -0.1704
C -8.050 -0.378 -3.039  -0.2894
C -7.879 -0.823 -4.482  -0.0559
O -5.215 -2.603 -2.288  -0.1994
C -4.605 -3.898 -2.170  -0.2237
C -3.603 -4.013 -1.013  -0.0643
H -6.063 -2.124 2.401  0.1145
H -4.536 -2.620 1.392  0.0666
H -4.567 -1.018 2.138  0.0427
H -6.500 -0.392 0.694  0.1030
H -5.169 -0.854 -0.267  0.1024
H -9.142 -0.564 -2.728  0.1457
H -8.148 0.717 -2.986  0.0978
H -8.727 -0.495 -5.078  0.0835
H -7.000 -0.359 -4.921  0.0658
H -7.766 -1.880 -4.500  0.0585
H -5.425 -4.558 -1.929  0.1036
H -4.098 -4.109 -3.126  0.1257
H -3.207 -3.047 -0.711  0.0459
H -3.989 -4.587 -0.207  0.0590
H -2.728 -4.567 -1.372  0.0750
C -4.838 2.357 1.972  -0.0517
C -3.527 2.470 1.227  -0.2850
O -2.950 3.752 1.359  -0.1716
P -3.252 4.774 0.249  0.4381
O -4.693 5.002 -0.040  -0.2300
O -2.493 4.263 -1.064  -0.1757
C -1.366 3.437 -0.976  -0.2563
C -0.070 4.139 -1.468  -0.0196
O -2.341 6.013 0.864  -0.2208
C -2.636 7.404 0.447  -0.2450
C -2.673 8.091 1.761  -0.0937
H -4.715 2.875 2.961  0.1047
H -5.673 2.791 1.358  0.0909
H -5.113 1.336 2.091  0.0425
H -2.899 1.625 1.641  0.0880
H -3.674 2.165 0.206  0.1067
H -1.243 3.086 0.047  0.0727
H -1.568 2.615 -1.602  0.0898
H 0.103 4.005 -2.525  0.0404
H -0.096 5.182 -1.214  0.0701
H 0.821 3.695 -0.998  0.0734
H -1.813 7.709 -0.185  0.1117
H -3.579 7.498 -0.073  0.1104
H -1.842 7.816 2.455  0.0852
H -2.712 9.182 1.733  0.0736
H -3.684 7.837 2.203  0.1036
C -0.254 -3.544 -4.948  -0.0845
C 1.079 -4.020 -5.294  -0.3130
O 2.031 -3.288 -4.531  -0.1761
P 3.444 -4.048 -4.250  0.3829
O 3.429 -5.501 -4.492  -0.2222
O 4.457 -3.153 -5.071  -0.1867
C 4.698 -1.756 -5.267  -0.1958
C 5.922 -1.313 -4.373  -0.0405
O 3.732 -3.561 -2.809  -0.1814
C 3.583 -4.541 -1.705  -0.2010
C 2.208 -5.208 -1.712  -0.0663
H -0.564 -3.825 -3.975  0.0617
H -0.152 -2.450 -4.949  0.0888
H -0.984 -3.698 -5.711  0.0799
H 1.252 -5.101 -5.258  0.1155
H 1.207 -3.718 -6.341  0.1253
H 4.800 -1.490 -6.295  0.1097
H 3.822 -1.315 -4.868  0.0877
H 6.059 -1.923 -3.463  0.0585
H 6.833 -1.420 -4.935  0.0578
H 5.685 -0.268 -3.986  0.0722
H 4.432 -5.194 -1.780  0.1200
H 3.621 -4.076 -0.800  0.0531
H 1.386 -4.475 -1.662  0.0872
H 2.077 -5.942 -2.500  0.0644
H 2.165 -5.755 -0.726  0.0905
C 0.961 -1.138 1.947  -0.0276
N -0.419 -1.514 1.561  -0.1494
C -0.821 -2.807 2.053  -0.0379
C -1.185 -0.667 0.855  -0.3512
O -2.363 -0.823 0.648  -0.0063
H 0.942 -1.154 3.028  0.0864
H 1.242 -0.207 1.545  0.0441
H 1.582 -1.947 1.586  0.0748
H -0.183 -3.555 1.608  0.0672
H -0.724 -2.944 3.176  0.0911
H -1.890 -2.986 1.801  0.0983
H -0.626 0.309 0.634  0.1388

The molecular weight comes out at 1530.343 g/mol. As for the SMILES: CCOP(=O)(OCC)OCC.CCOP(=O)(OCC)OCC.CCOP(=O)(OCC)OCC.CCOP(=O)(OCC)OCC.CCOP(=O)(OCC)OCC.CCOP(=O)(OCC)OCC.CCOP(=O)(OCC)OCC.CCOP(=O)(OCC)OCC.CN(C)C=O. As for the electronic energy: -7288.695560 Ha. The largest force on an atom comes out at 3.69 eV/A. As for the lowest unoccupied orbital energy: 0.35 eV.

---

2.
A cluster of 9 separate species, C51H128N8O3S in total in a non-equilibrium geometry. Source: the OMol25 dataset; level of theory: the ωB97M-V functional and the def2-TZVPD basis.

Each line ends with the Löwdin charge.
Cartesian coordinates (Å):
C -0.608 -3.780 5.756  -0.0568
C 0.118 -2.943 4.729  -0.2380
O 1.301 -3.648 4.240  -0.2774
S 2.740 -3.100 4.616  0.5201
C 2.931 -3.773 6.212  -0.1258
O 3.617 -3.745 3.715  -0.2511
O 2.687 -1.687 4.720  -0.2731
H -1.463 -3.237 6.156  0.0851
H 0.066 -4.093 6.552  0.0682
H -0.991 -4.680 5.272  0.0740
H -0.502 -2.856 3.830  0.1182
H 0.360 -1.919 5.007  0.1135
H 2.356 -3.171 6.910  0.0735
H 3.993 -3.728 6.438  0.0772
H 2.569 -4.796 6.218  0.0776
C -7.184 0.425 -5.904  -0.0817
C -6.022 0.440 -4.895  -0.2609
N -4.980 1.419 -5.088  -0.1960
C -5.415 2.749 -4.675  -0.2630
C -5.456 2.923 -3.160  -0.0863
C -4.434 1.416 -6.414  -0.2872
C -3.683 0.124 -6.723  -0.0956
H -6.808 0.227 -6.910  0.0609
H -7.771 1.340 -5.871  0.0657
H -7.843 -0.410 -5.661  0.0723
H -6.475 0.589 -3.910  0.1002
H -5.632 -0.580 -4.793  0.1107
H -4.629 3.454 -4.981  0.1112
H -6.313 3.078 -5.214  0.1143
H -5.655 3.980 -2.945  0.0724
H -6.254 2.350 -2.686  0.0600
H -4.496 2.703 -2.702  0.0688
H -3.672 2.202 -6.480  0.1135
H -5.151 1.678 -7.213  0.1143
H -3.037 -0.123 -5.892  0.0622
H -3.080 0.232 -7.625  0.0728
H -4.349 -0.726 -6.904  0.0720
C 1.458 -5.639 -7.246  -0.1054
C 1.282 -4.977 -5.903  -0.2652
N -0.036 -4.333 -5.813  -0.1931
C -0.157 -3.278 -6.811  -0.2715
C -1.458 -2.490 -6.816  -0.0994
C -0.360 -3.979 -4.424  -0.2442
C 0.673 -3.080 -3.708  -0.0775
H 1.731 -4.961 -8.056  0.0660
H 0.564 -6.159 -7.589  0.0812
H 2.274 -6.363 -7.162  0.0721
H 1.271 -5.741 -5.127  0.1205
H 2.031 -4.183 -5.773  0.1092
H 0.707 -2.585 -6.736  0.1205
H -0.104 -3.706 -7.815  0.1016
H -1.622 -1.997 -7.772  0.0702
H -2.304 -3.161 -6.638  0.0847
H -1.523 -1.757 -6.010  0.0509
H -0.471 -4.932 -3.901  0.0841
H -1.337 -3.512 -4.299  0.1076
H 1.680 -3.499 -3.771  0.0612
H 0.449 -2.971 -2.646  0.0496
H 0.685 -2.089 -4.173  0.0693
C -3.244 6.390 3.630  -0.0871
C -2.416 5.358 4.362  -0.2695
N -1.207 5.941 4.959  -0.1839
C 0.016 5.631 4.244  -0.2645
C -0.054 5.904 2.757  -0.0874
C -1.073 5.608 6.354  -0.2838
C -0.036 6.468 7.089  -0.0952
H -4.180 6.001 3.220  0.0723
H -2.701 6.732 2.742  0.0579
H -3.386 7.270 4.252  0.0745
H -3.030 4.844 5.116  0.1089
H -2.186 4.476 3.737  0.1110
H 0.750 6.331 4.648  0.0766
H 0.390 4.615 4.468  0.1266
H -0.330 6.939 2.575  0.0762
H 0.953 5.736 2.361  0.0525
H -0.686 5.183 2.237  0.0683
H -0.851 4.537 6.549  0.1189
H -1.985 5.788 6.932  0.1122
H 1.004 6.244 6.826  0.0570
H -0.128 6.393 8.169  0.0678
H -0.152 7.503 6.749  0.0795
C 6.857 1.324 -0.838  -0.0849
C 6.619 2.053 -2.161  -0.2604
N 5.341 1.855 -2.796  -0.1937
C 5.173 0.569 -3.449  -0.2521
C 6.247 0.273 -4.501  -0.0810
C 4.234 2.293 -1.995  -0.2800
C 2.884 2.288 -2.667  -0.0818
H 7.138 0.273 -0.948  0.0678
H 6.023 1.393 -0.139  0.0563
H 7.669 1.801 -0.276  0.0725
H 6.649 3.119 -1.882  0.1119
H 7.478 1.974 -2.819  0.1013
H 4.183 0.504 -3.887  0.0947
H 5.229 -0.243 -2.689  0.1208
H 7.239 0.414 -4.079  0.0530
H 6.184 1.049 -5.275  0.0798
H 6.141 -0.711 -4.943  0.0693
H 4.147 1.703 -1.053  0.0922
H 4.450 3.272 -1.541  0.1162
H 2.850 2.879 -3.586  0.0828
H 2.630 1.266 -2.955  0.0580
H 2.085 2.646 -2.020  0.0541
C -6.058 -6.288 -0.782  -0.0855
C -4.959 -5.239 -0.549  -0.2634
N -5.298 -4.232 0.432  -0.1961
C -5.741 -4.749 1.715  -0.2572
C -4.726 -5.583 2.501  -0.0811
C -4.390 -3.088 0.494  -0.2538
C -4.739 -2.019 -0.536  -0.0836
H -7.023 -5.782 -0.865  0.0792
H -6.089 -7.044 0.000  0.0649
H -5.867 -6.783 -1.734  0.0699
H -4.049 -5.814 -0.295  0.0868
H -4.788 -4.736 -1.503  0.1129
H -6.046 -3.884 2.315  0.1128
H -6.674 -5.297 1.556  0.1035
H -5.215 -5.960 3.403  0.0744
H -4.391 -6.429 1.904  0.0576
H -3.913 -4.951 2.862  0.0627
H -3.350 -3.432 0.338  0.1003
H -4.348 -2.652 1.496  0.1121
H -4.565 -2.374 -1.556  0.0633
H -4.136 -1.118 -0.393  0.0574
H -5.790 -1.726 -0.514  0.0726
C 2.505 8.537 3.597  -0.0761
C 3.410 7.503 4.259  -0.2596
N 4.419 7.055 3.320  -0.1990
C 5.779 7.401 3.707  -0.2766
C 6.040 8.884 3.613  -0.0882
C 4.306 5.665 2.875  -0.2605
C 4.659 5.509 1.421  -0.0890
H 1.836 8.065 2.868  0.0547
H 3.101 9.210 2.978  0.0665
H 1.888 9.171 4.238  0.0727
H 3.874 7.963 5.142  0.1113
H 2.878 6.635 4.661  0.0938
H 5.990 7.027 4.728  0.1200
H 6.452 6.849 3.049  0.1058
H 5.294 9.436 4.196  0.0634
H 7.006 9.137 4.043  0.0734
H 5.814 9.202 2.594  0.0798
H 3.253 5.413 3.039  0.0880
H 4.894 4.965 3.493  0.1212
H 5.584 6.055 1.203  0.0675
H 3.873 5.865 0.757  0.0739
H 4.923 4.494 1.103  0.0625
C 1.939 2.648 1.764  -0.0722
C 0.969 1.491 2.033  -0.2560
N 0.550 0.720 0.907  -0.2052
C -0.270 1.440 -0.040  -0.2561
C -1.148 0.477 -0.831  -0.0780
C 1.588 -0.122 0.337  -0.2384
C 1.737 -1.373 1.187  -0.0708
H 2.376 2.890 2.741  0.0707
H 1.549 3.532 1.269  0.0620
H 2.808 2.267 1.217  0.0537
H 1.327 0.853 2.846  0.1106
H 0.034 1.864 2.479  0.1118
H -0.959 2.111 0.481  0.1143
H 0.359 2.047 -0.716  0.1004
H -1.874 1.018 -1.422  0.0632
H -0.531 -0.119 -1.511  0.0570
H -1.589 -0.225 -0.125  0.0693
H 2.515 0.475 0.297  0.0943
H 1.461 -0.534 -0.663  0.1071
H 2.456 -2.057 0.714  0.0760
H 0.803 -1.937 1.191  0.0662
H 2.100 -1.213 2.201  0.0520
C -1.366 -7.185 2.672  -0.0903
C -0.065 -6.967 1.923  -0.2576
N -0.116 -6.003 0.875  -0.1996
C 0.794 -4.891 0.942  -0.2525
C 2.247 -5.300 1.164  -0.0738
C -1.310 -5.910 0.041  -0.2476
C -1.049 -5.626 -1.423  -0.0874
H -2.128 -7.567 1.975  0.0561
H -1.799 -6.270 3.076  0.0586
H -1.310 -8.002 3.393  0.0748
H 0.660 -6.560 2.640  0.1025
H 0.345 -7.936 1.602  0.1185
H 0.476 -4.204 1.752  0.0973
H 0.718 -4.275 0.048  0.0977
H 2.475 -6.181 0.560  0.0821
H 2.342 -5.534 2.223  0.0472
H 2.960 -4.526 0.893  0.0644
H -1.659 -6.952 0.087  0.1099
H -2.128 -5.301 0.455  0.0873
H -0.347 -6.346 -1.845  0.0867
H -1.994 -5.799 -1.953  0.0736
H -0.749 -4.608 -1.644  0.0419

The calculation puts the relative energy (zero: lowest compared OMol25 entry of this formula, charge and spin) at 48.2 kcal per mole. The molecular weight comes out at 933.705 g/mol. As for the SMILES: CCOS(C)(=O)=O.CCN(CC)CC.CCN(CC)CC.CCN(CC)CC.CCN(CC)CC.CCN(CC)CC.CCN(CC)CC.CCN(CC)CC.CCN(CC)CC. As for the electronic energy: -3081.709443 Ha. The largest force on an atom comes out at 1.92 eV/A. As for the lowest unoccupied orbital energy: 0.40 eV.